[1]
Here is one molecule with the formula C12H16NOP from OMol25. Energies are from the ωB97M-V functional and the def2-TZVPD basis.

Each line ends with the Mulliken charge.
Atoms and positions in Å:
1 C -4.242 0.380 0.657  -0.522
2 C -3.871 -0.846 1.287  -0.351
3 C -3.343 1.449 0.525  -0.638
4 C -2.669 -0.997 1.974  -0.710
5 C -1.044 2.324 1.012  -0.925
6 C 0.268 2.289 0.854  -0.095
7 C -2.030 1.244 1.133  0.759
8 C -1.740 -0.001 1.706  -0.213
9 C 0.604 -0.702 -0.945  -0.895
10 C 2.637 0.476 -1.493  -0.899
11 C 2.789 -1.911 -0.738  -1.275
12 C 2.083 -0.772 -1.221  0.819
13 N 1.235 1.294 1.049  -0.255
14 O 3.609 0.498 1.221  -0.668
15 P 2.661 1.126 0.351  0.417
16 H -5.224 0.410 0.253  0.385
17 H -4.523 -1.692 1.260  0.392
18 H -3.637 2.423 0.153  0.346
19 H -2.462 -1.907 2.563  0.366
20 H -1.594 3.256 0.939  0.244
21 H 0.663 3.264 0.755  0.336
22 H 0.176 0.078 -1.602  0.331
23 H 0.109 -1.654 -1.119  0.468
24 H 0.493 -0.295 0.171  0.061
25 H -0.719 -0.155 1.943  0.543
26 H 2.032 1.091 -2.123  0.416
27 H 3.675 0.558 -1.721  0.460
28 H 2.661 -2.772 -1.595  0.356
29 H 3.915 -1.702 -0.647  0.294
30 H 2.352 -2.496 0.024  0.383
31 H 3.136 2.302 -0.273  0.068

highest occupied orbital energy (spin up / spin down) = -7.33 / -7.33 eV
HOMO-LUMO gap (spin up / spin down) = 6.2 / 6.2 eV
lowest unoccupied orbital energy (spin up / spin down) = -1.13 / -1.13 eV

***

[2]
Here is one molecule with the formula C12H16O2 from OMol25. Energies are from the ωB97M-V functional and the def2-TZVPD basis.

Each line ends with the Mulliken charge.
Atoms and positions in Å:
1 C -3.433 -1.006 -0.340  -0.664
2 C -3.063 0.291 -0.828  -0.734
3 C -2.598 -1.616 0.520  -0.725
4 C -1.841 0.869 -0.456  -0.262
5 C -1.289 -1.122 0.798  -0.796
6 C -0.937 0.204 0.354  0.915
7 C 1.368 -0.181 1.421  -1.080
8 C 0.308 0.664 0.795  0.939
9 C 1.968 -0.561 0.061  0.363
10 C 1.132 2.801 -0.726  -1.289
11 C 1.416 -2.825 -0.563  -0.565
12 C 0.654 2.159 0.545  -1.370
13 O 2.769 0.420 -0.407  -0.470
14 O 1.501 -1.396 -0.851  -0.309
15 H -4.402 -1.241 -0.597  0.458
16 H -3.477 0.638 -1.745  0.352
17 H -2.913 -2.500 1.039  0.373
18 H -1.672 1.870 -0.862  0.261
19 H -0.788 -1.547 1.619  0.439
20 H 2.101 0.447 1.889  0.365
21 H 1.210 -0.975 2.069  0.505
22 H 1.040 2.034 -1.531  0.253
23 H 2.188 3.078 -0.598  0.292
24 H 0.680 3.688 -0.928  0.448
25 H 0.815 -3.350 -1.413  0.208
26 H 0.916 -3.008 0.409  0.283
27 H 2.462 -3.301 -0.641  0.281
28 H -0.285 2.493 0.948  0.663
29 H 1.301 2.395 1.335  0.512
30 H 2.871 0.578 -1.316  0.353

highest occupied orbital energy (spin up / spin down) = -6.06 / -6.07 eV
HOMO-LUMO gap (spin up / spin down) = 6.5 / 6.6 eV
lowest unoccupied orbital energy (spin up / spin down) = 0.47 / 0.55 eV

***

[3]
Here is one molecule with the formula C12H16O2 from OMol25. Energies are from the ωB97M-V functional and the def2-TZVPD basis.

Each line ends with the Mulliken charge.
Atoms and positions in Å:
1 C -4.558 0.237 -0.072  -0.494
2 C -3.753 0.489 -1.246  -0.328
3 C -4.026 -0.558 0.949  -0.751
4 C -2.444 0.035 -1.247  -0.588
5 C -2.655 -0.779 1.034  0.167
6 C -1.901 -0.474 -0.018  -0.271
7 C 1.843 0.606 -0.166  -0.550
8 C 0.545 0.576 0.136  0.626
9 C -0.320 1.667 0.657  -1.684
10 C 3.885 -0.548 0.276  -1.129
11 C 2.780 -0.298 -0.856  -0.392
12 C -0.343 -0.737 -0.134  0.978
13 O -0.004 -1.215 -1.393  -0.610
14 O 0.144 -1.698 0.757  -0.633
15 H -5.620 0.561 -0.098  0.339
16 H -4.016 0.964 -2.161  0.407
17 H -4.569 -0.786 1.868  0.352
18 H -1.746 0.209 -2.151  0.231
19 H -2.106 -1.298 1.813  0.420
20 H 2.224 1.597 0.143  0.371
21 H -0.987 2.208 -0.034  0.282
22 H -0.947 1.362 1.493  0.363
23 H 0.187 2.348 1.210  0.598
24 H 3.622 -1.313 1.073  0.265
25 H 4.695 -1.103 -0.122  0.397
26 H 4.278 0.272 0.814  0.348
27 H 3.186 0.163 -1.758  0.316
28 H 2.206 -1.064 -1.347  0.227
29 H 0.356 -2.097 -1.267  0.349
30 H 1.113 -1.730 0.897  0.392

SMILES = CC/C=C(/C)C(O)(O)c1ccccc1
highest occupied orbital energy = -9.00 eV
HOMO-LUMO gap = 9.7 eV
lowest unoccupied orbital energy = 0.75 eV

***

[4]
Here is one molecule with the formula C12H16O3S from OMol25. Energies are from the ωB97M-V functional and the def2-TZVPD basis.

Each line ends with the Mulliken charge.
Atoms and positions in Å:
1 C 0.160 4.281 -1.152  -1.097
2 C -0.844 3.348 -1.823  -0.390
3 S -0.057 2.189 -2.980  -0.138
4 C 0.912 1.145 -1.877  -0.726
5 C 0.177 -0.035 -1.286  0.467
6 C -0.948 -0.563 -1.784  -0.679
7 C -1.507 -1.781 -1.157  0.192
8 O -2.302 -2.486 -1.755  -0.595
9 C -1.086 -2.096 0.247  0.646
10 C -2.013 -3.023 0.972  -1.546
11 C 0.055 -1.576 0.765  0.212
12 C 0.456 -1.888 2.194  -0.763
13 C 1.828 -1.443 2.665  -0.818
14 O 1.764 -0.072 3.044  -0.550
15 C 0.859 -0.666 -0.108  0.696
16 O 2.031 -0.389 0.082  -0.618
17 H 0.862 3.725 -0.540  0.306
18 H -0.352 5.026 -0.548  0.363
19 H 0.729 4.800 -1.918  0.281
20 H -1.499 3.939 -2.455  0.380
21 H -1.439 2.804 -1.096  0.310
22 H 1.729 0.759 -2.486  0.401
23 H 1.389 1.720 -1.092  0.269
24 H -1.459 -0.184 -2.655  0.487
25 H -1.519 -3.593 1.747  0.390
26 H -2.415 -3.725 0.245  0.399
27 H -2.866 -2.482 1.375  0.292
28 H 0.416 -2.970 2.327  0.386
29 H -0.280 -1.482 2.885  0.376
30 H 2.091 -2.037 3.544  0.335
31 H 2.591 -1.617 1.921  0.409
32 H 2.536 0.374 2.699  0.324

SMILES = CCSCC1=CC(=O)C(C)=C(CCO)C1=O
highest occupied orbital energy = -8.89 eV
HOMO-LUMO gap = 7.7 eV
lowest unoccupied orbital energy = -1.16 eV

***

[5]
Here is one molecule with the formula C12H16OS from OMol25. Energies are from the ωB97M-V functional and the def2-TZVPD basis.

Each line ends with the Mulliken charge.
Atoms and positions in Å:
1 C -4.489 1.164 0.129  -0.435
2 C -3.428 1.670 -0.559  -0.644
3 C -4.395 -0.087 0.684  -0.475
4 C -2.201 1.004 -0.676  -0.175
5 C -3.151 -0.797 0.459  -0.340
6 C -2.035 -0.215 -0.121  0.123
7 C 0.317 -0.554 -1.759  -1.236
8 C 2.406 0.195 0.702  -0.328
9 C 1.598 -0.496 1.577  -0.604
10 C 4.151 -0.007 -1.235  -1.028
11 C 3.947 0.104 0.316  -0.500
12 C 0.162 -0.247 1.603  -0.734
13 O -0.626 -2.394 -0.066  -0.734
14 S -0.372 -0.989 -0.230  1.308
15 H -5.411 1.662 0.209  0.413
16 H -3.356 2.582 -1.045  0.419
17 H -5.224 -0.591 1.199  0.379
18 H -1.324 1.580 -0.991  0.247
19 H -3.141 -1.764 0.978  0.316
20 H 0.822 -1.359 -2.211  0.431
21 H 1.038 0.202 -1.648  0.370
22 H 1.858 1.005 0.287  0.519
23 H 1.832 -1.473 1.815  0.307
24 H 5.121 -0.495 -1.321  0.363
25 H 4.120 0.879 -1.811  0.336
26 H 3.450 -0.828 -1.591  0.207
27 H 4.357 1.063 0.588  0.254
28 H 4.514 -0.666 0.868  0.392
29 H -0.305 -0.954 2.306  0.374
30 H -0.236 0.806 1.544  0.475

SMILES = C=[S@@](=O)(C/C=C/CC)c1ccccc1
highest occupied orbital energy (spin up / spin down) = -8.11 / -8.11 eV
HOMO-LUMO gap (spin up / spin down) = 8.5 / 8.5 eV
lowest unoccupied orbital energy (spin up / spin down) = 0.39 / 0.39 eV

***

[6]
Here is C12H17BCoN6O2 as an isolated structure from OMol25. Energies are from the ωB97M-V functional and the def2-TZVPD basis.

Each line ends with the Mulliken spin population.
Atoms and positions in Å:
1 H 1.584 -1.600 1.802  -0.001
2 N 1.217 -1.354 -0.254  0.021
3 B 1.081 -1.627 -2.770  -0.010
4 N 1.553 -2.098 -1.383  0.018
5 C 2.400 -3.078 -1.034  0.013
6 Co 0.241 0.245 -0.489  2.813
7 H 2.829 -3.710 -1.802  0.001
8 C 2.528 -3.059 0.345  0.005
9 H 3.068 -3.765 0.960  0.001
10 C 1.780 -1.981 0.807  0.014
11 H 1.322 -2.443 -3.625  0.000
12 C -0.841 3.934 0.521  0.000
13 H -1.145 4.407 1.465  0.001
14 H -1.657 3.354 0.085  -0.003
15 H -0.417 4.658 -0.186  0.004
16 N 1.738 -0.270 -2.940  0.022
17 N -0.422 -1.329 -2.681  0.026
18 N 1.463 0.704 -1.996  0.012
19 N -0.950 -0.559 -1.652  0.015
20 C 2.555 0.191 -3.897  0.002
21 C -1.391 -1.646 -3.546  0.022
22 H 2.848 -0.446 -4.716  0.001
23 H -1.126 -2.192 -4.440  0.002
24 C 2.861 1.521 -3.574  0.010
25 C -2.601 -1.209 -3.019  0.005
26 C 2.171 1.797 -2.372  -0.021
27 C -2.299 -0.548 -1.824  0.015
28 H 3.462 2.190 -4.136  0.000
29 H -3.575 -1.391 -3.438  0.001
30 H 2.101 2.668 -1.747  0.003
31 H -2.933 -0.094 -1.075  -0.002
32 H -0.052 3.209 0.749  0.019
33 C -2.171 1.327 2.787  0.004
34 O -1.825 0.585 1.550  0.001
35 C -0.526 0.328 1.292  -0.050
36 O 0.345 0.233 2.162  0.029
37 H -1.380 1.248 3.548  0.001
38 H -3.093 0.891 3.171  0.001
39 H -2.354 2.370 2.503  0.003

⟨S²⟩ = 3.766
2S+1 = 4
highest occupied orbital energy (spin up / spin down) = -7.45 / -8.33 eV
HOMO-LUMO gap (spin up / spin down) = 8.2 / 8.7 eV
lowest unoccupied orbital energy (spin up / spin down) = 0.70 / 0.38 eV

***

Calculated values (kcal/mol) of ΔE to the lowest compared entry with this formula, charge and spin for the records, taken in order: 81.62, 108.59, 59.65, 21.52, 76.29, 46.12.
Calculated values (g mol⁻¹) of M for the records, taken in order: 221.2, 192.3, 192.3, 240.3, 208.3, 347.1.